Below is the molecule C4H6O4S at a distorted geometry, with properties calculated with ωB97M-V with the def2-TZVPD basis set.

Atoms and positions in Å:
C  -0.699  -0.879  -0.746
C  -2.049  -1.212  -0.167
C  -2.887  -0.379  0.368
C  1.592  1.747  0.333
O  -3.690  0.363  0.759
O  2.551  -0.867  1.101
O  0.311  -1.099  0.217
O  1.809  0.769  -0.658
S  1.919  -0.822  -0.179
H  -0.515  -1.524  -1.610
H  -0.661  0.164  -1.079
H  -2.286  -2.265  -0.106
H  2.406  2.472  0.311
H  1.554  1.278  1.321
H  0.646  2.254  0.134

The HOMO energy is -0.352 Ha. The largest force on an atom comes out at 0.0349 hartree/bohr. For the LUMO energy, the calculation gives 0.48 eV. The gap between HOMO and LUMO is 10.06 eV. For the energy relative to the best compared isomer or geometry (same formula, charge and spin), the calculation gives 0.0 kJ/mol.